Model A:
DFT (ωB97M-V with the def2-TZVPD basis set) results for 40 unconnected molecules or ions with the total composition H80O40.

The orbital gap is 9.82 eV. As for the highest occupied orbital energy: -10.4 eV.

```
! wB97M-V def2-TZVPD RIJCOSX def2/J DEFGRID3
* xyz 0 1
H 2.80164 0.92864 -0.70120
H 2.90593 2.13595 -1.44180
O 2.42635 1.78574 -0.65106
H -5.75597 -0.36844 1.94250
H -5.97426 1.09217 2.31013
O -6.40041 0.24675 2.24855
H 0.16680 2.32363 -0.57650
H 0.55584 3.49822 -1.31316
O -0.27908 2.98005 -1.15750
H 6.56081 0.47260 -1.24675
H 5.46403 -0.45564 -1.92165
O 6.21358 0.16875 -2.07189
H -1.10158 -4.56961 0.97956
H -0.51767 -5.70522 -0.13648
O -0.54696 -4.69576 0.16456
H 5.99227 -1.87314 2.43352
O 5.09050 -2.36244 2.46999
H 3.87453 -2.70053 -1.01474
O 3.53368 -3.54977 -1.17741
H 0.82340 -1.30448 -2.41559
H 1.48047 -0.41411 -1.38920
O 0.73711 -1.02122 -1.52825
H -1.69135 0.59582 3.97205
H -0.77644 -0.09639 2.72325
O -1.71288 0.01445 3.20936
H 0.92610 -2.70423 -3.81861
H 1.97398 -2.79468 -2.59819
O 1.91316 -2.67222 -3.65483
H -5.56778 0.79886 -1.41988
H -4.91188 -0.28673 -0.26154
O -4.82599 0.44186 -0.83089
H -1.27167 -2.79580 1.73917
O -1.86889 -3.27985 2.26944
H -2.65370 -0.72196 0.27464
H -1.38048 -0.40731 -0.39308
O -1.93712 -1.17600 -0.28306
H -4.45209 2.54822 2.93538
H -3.32470 1.82008 2.15234
O -3.96889 1.74054 2.87388
H 1.41714 4.07245 -5.15072
H 2.16069 3.29808 -3.94019
O 1.47614 3.28240 -4.64896
H -0.23224 0.83169 -4.07665
H -1.14041 -0.21905 -4.73524
O -0.34015 -0.09284 -4.23340
H -4.15356 -0.38610 -3.75293
H -4.83821 0.95344 -3.12554
O -4.68122 0.45535 -3.98475
H -2.07060 -5.35194 -2.41019
H -2.58407 -5.82800 -1.10535
O -1.90187 -5.96711 -1.71174
H 2.83420 5.06174 -2.00118
O 2.95616 4.53967 -1.20453
H -0.04145 3.86499 -3.07742
H -0.09846 5.39612 -2.53382
O 0.19607 4.78349 -3.22598
H -4.06777 -3.98477 0.84184
O -3.95080 -4.27198 -0.06137
H 4.78889 2.55800 -4.09472
H 4.52546 1.71496 -2.85756
O 4.14936 2.40283 -3.42525
H -4.04731 -3.42104 -3.80548
H -3.38674 -4.43372 -2.83036
O -3.90708 -4.37307 -3.59237
H -4.61192 -1.54211 -1.69316
H -2.97794 -1.25476 -1.55988
O -3.72194 -1.70569 -1.97118
H -0.64781 0.93003 5.72812
H -1.16062 2.30719 5.86986
O -1.19084 1.58750 5.26275
H 2.19965 4.11700 3.85303
H 1.68541 4.01685 2.39976
O 1.51248 3.77643 3.27045
H 0.68005 -3.26242 0.12808
H 1.69905 -2.19577 -0.13301
O 1.32596 -2.67682 0.53644
H 1.37333 2.30014 1.34629
H 2.22634 3.38951 0.40809
O 1.27866 3.07232 0.79398
H 3.19001 1.33761 4.63079
H 2.21295 2.56897 4.40473
O 2.84266 2.21671 5.06134
H -2.12464 2.61540 2.62723
H -0.86267 3.46154 3.31562
O -1.64375 3.41529 2.79270
H -4.13115 2.81754 -0.84638
H -3.54954 2.58041 -2.16175
O -4.45326 2.73674 -1.78752
H 3.03217 -0.25761 2.98226
O 3.13796 -0.42704 2.05996
H -1.56425 1.02569 1.99686
H -1.09455 1.48225 0.64320
O -1.90472 1.07780 0.96139
H 3.83610 5.04621 -0.92833
H 5.32215 -3.17786 2.00808
H -4.00085 -3.45090 -0.54811
H 3.45014 -3.77171 -2.11929
H -1.98187 -2.64647 2.99376
H 3.07084 -1.37403 1.95294
O 0.50490 -2.59332 4.36424
H 0.32970 -2.82203 3.46501
H -0.22459 -2.32466 4.90710
O -2.46338 3.66246 -0.61264
H -3.23296 4.23634 -0.50914
H -2.23910 3.32139 0.24570
O -0.92467 -2.82340 -2.40668
H -0.63796 -3.40608 -1.67188
H -1.18604 -2.25208 -1.67550
O 0.66284 0.74146 2.24795
H 1.21667 0.07075 2.54480
H 0.38518 0.50958 1.38648
O 3.09700 -1.41228 4.73722
H 3.79779 -2.01517 4.52418
H 2.71105 -1.72346 5.53624
O 5.60057 0.24858 0.60919
H 5.60777 -0.56873 1.03718
H 4.66516 0.55299 0.47233
O 3.20836 -0.58745 -2.23203
H 2.93731 -1.37951 -2.76498
H 3.52896 0.02658 -2.89088
*
```

Model B:
DFT (ωB97M-V with the def2-TZVPD basis set) results for 40 unconnected molecules or ions with the total composition H80O40.

The orbital gap is 8.98 eV. As for the highest occupied orbital energy: -9.6 eV.

```
! wB97M-V def2-TZVPD RIJCOSX def2/J DEFGRID3
* xyz 0 1
H -1.24821 4.58841 -0.88613
H -2.25780 5.57658 -1.47370
O -1.38735 5.21254 -1.60530
H -3.71437 2.18644 0.82576
H -4.85518 1.56278 1.80353
O -4.47926 2.33712 1.38530
H 2.10845 -1.68514 -5.90457
H 3.35639 -2.35908 -5.57360
O 2.43670 -2.58669 -5.77848
H -1.89404 -2.34509 -3.53004
H -2.13134 -3.70628 -3.07913
O -2.05086 -2.82134 -2.69971
H 0.19604 3.96031 1.33677
H 0.40767 2.45433 0.66798
O 0.30277 3.38757 0.55062
H 3.87700 -1.13758 -0.47044
O 3.63875 -0.28349 -0.10232
H -2.93248 -0.64425 0.73555
O -2.23473 -0.39998 1.33858
H 4.97005 -1.29730 -2.76323
H 3.79051 -0.29316 -3.06299
O 4.49121 -0.82113 -3.44806
H 2.90484 -3.63881 -0.39261
H 2.78008 -3.35501 1.17194
O 3.15845 -3.91310 0.48740
H 2.31611 3.46586 2.78900
H 0.81403 3.20870 2.74254
O 1.46312 3.91468 2.87220
H -2.27707 -2.84331 3.53024
H -2.78005 -4.03299 2.92355
O -1.90887 -3.65012 3.10104
H -1.91585 6.26119 2.69215
O -0.96428 6.19614 2.73141
H -3.09088 1.38111 -4.39419
H -3.89561 1.94602 -3.07176
O -3.36533 1.26563 -3.48335
H 2.04235 -4.65469 -3.41304
H 2.56797 -4.95502 -2.09196
O 1.96981 -5.34990 -2.73542
H 5.14164 2.28787 2.71237
H 4.77377 1.01345 1.70757
O 4.68840 1.93790 1.94868
H -0.68562 -3.59022 -5.01243
H 0.38940 -2.50365 -5.53097
O -0.29826 -3.12371 -5.74932
H -2.49582 0.07747 3.08714
H -2.94286 0.33303 4.52343
O -2.13960 0.27403 3.99026
H -3.26898 -2.72864 -0.56138
H -4.13797 -1.42838 -0.77933
O -3.95793 -2.16763 -0.18784
H 3.72035 4.93457 0.98276
O 3.84869 4.39433 0.19358
H -6.07339 -1.77982 0.54605
H -6.56430 -0.30596 0.72643
O -6.84558 -1.20659 0.56097
H -1.29475 1.44712 -1.02406
O -1.92095 0.72567 -1.10222
H 2.17196 5.47949 -1.67175
H 2.77188 4.34432 -2.36902
O 3.04000 5.19145 -1.98200
H 0.85633 0.38699 -0.98242
H 1.40989 1.22931 -2.00745
O 0.76405 0.50625 -1.94132
H 0.43726 -3.60395 2.15026
H -0.58979 -2.68477 1.28997
O 0.30699 -2.84987 1.57068
H -4.49850 -0.61314 3.24338
H -5.57947 -1.32543 2.81062
O -5.43534 -0.39819 3.07231
H 4.91824 2.28475 -3.94201
H 4.41678 0.90024 -4.67967
O 4.26787 1.59146 -4.03807
H 4.73724 -3.65600 -1.54649
H 4.20572 -2.50341 -0.91464
O 5.07331 -2.80399 -1.23322
H 1.53586 -5.77010 1.54416
H 0.70566 -6.34600 2.69010
O 0.67018 -6.15650 1.74556
H -3.85409 6.00961 -0.24873
H -3.48141 5.40018 1.09270
O -3.30304 5.31577 0.13361
H -1.50224 1.66506 2.82612
H -1.25666 1.38343 1.31018
O -0.83451 1.68596 2.12255
H -4.19403 4.34708 2.52821
H -2.82840 4.06589 1.89376
O -3.24581 4.44860 2.67022
H 0.04648 -0.19104 -5.57452
O -0.27401 0.71068 -5.54910
H -1.71174 -6.25343 1.12871
H -1.67018 -5.19955 0.14751
O -2.05816 -5.35659 1.01976
H 4.64573 4.78943 -0.17233
H 2.76350 -0.43183 0.27543
H -2.18156 0.51164 -2.00582
H -1.46259 -0.96200 1.40373
H -0.57878 5.60593 3.37671
H 0.28220 1.23425 -4.96231
O 1.94235 0.35161 5.70809
H 1.44068 1.16984 5.79534
H 1.23195 -0.29902 5.68985
O 2.03209 -1.69174 -2.20509
H 1.80113 -0.98835 -2.81278
H 1.23659 -1.91458 -1.71288
O 0.52955 -1.04202 3.78714
H 0.88900 -1.44625 2.97059
H 0.12352 -0.29641 3.31258
O 0.50574 3.63309 -2.32711
H -0.24366 4.23914 -2.47497
H 0.64787 3.65545 -1.37280
O 1.71753 0.98519 1.10912
H 2.67858 1.17824 1.08349
H 1.51431 1.84960 1.48604
O 1.45349 -2.82120 5.44570
H 0.85091 -2.37819 4.79989
H 1.92213 -1.99623 5.63393
O -0.63221 -4.74868 -1.39791
H -1.04551 -5.59961 -1.26145
H -0.22786 -4.54458 -2.23938
*
```

Model C:
DFT (ωB97M-V with the def2-TZVPD basis set) results for 40 unconnected molecules or ions with the total composition H80O40.

The orbital gap is 9.31 eV. As for the highest occupied orbital energy: -9.8 eV.

```
! wB97M-V def2-TZVPD RIJCOSX def2/J DEFGRID3
* xyz 0 1
H 5.13080 -2.54271 1.36624
H 5.05744 -2.46578 -0.15244
O 5.75892 -2.60595 0.51232
H 2.87123 4.36132 1.93715
H 2.89105 2.83287 2.56340
O 2.45119 3.68642 2.43587
H -3.31597 1.43975 -4.63570
H -2.07243 1.14894 -5.74630
O -2.53822 1.74837 -5.15375
H -3.16876 0.02608 -0.19914
H -2.36315 1.25867 -0.82010
O -2.97701 0.52693 -1.06248
H 2.17376 0.32266 -0.16126
H 1.34182 -0.92616 -0.95083
O 1.92499 -0.64025 -0.19951
H -2.66165 0.71629 4.47503
O -2.54468 1.51818 4.97758
H 1.92493 -1.03527 3.61412
O 2.21856 -1.06420 4.52621
H -0.27619 -1.56460 2.52086
H 1.12226 -1.06027 1.77640
O 0.65418 -1.70090 2.42857
H 4.96031 1.60111 2.54135
H 5.26643 3.12969 2.93111
O 4.85779 2.52548 2.37144
H -0.11395 2.42554 -0.51198
H -0.83185 2.14645 -1.78580
O -0.00080 2.01253 -1.33860
H -3.83516 1.45321 -2.28818
H -5.41774 1.17546 -2.77483
O -4.57596 1.59650 -2.88120
H -3.97622 3.58207 -2.94349
O -3.09010 3.84683 -3.30802
H 0.22669 -2.20499 -5.55810
H -1.01998 -1.87228 -4.80406
O -0.17478 -1.55797 -4.93941
H 3.49396 0.54424 -2.64725
H 4.88259 0.92056 -2.24531
O 3.98420 1.04762 -1.89508
H -4.09500 -2.13729 -3.02159
H -3.07841 -0.91622 -3.56457
O -3.79404 -1.67797 -3.78689
H 4.01892 2.18911 -0.11928
H 2.67285 1.64279 -0.40559
O 3.34578 1.72628 0.27904
H -1.87108 3.85979 4.78251
H -1.78477 3.11620 3.62940
O -2.42556 3.78818 3.93153
H -0.80784 1.82142 -4.95685
H -0.16468 3.23793 -4.83324
O 0.08743 2.29033 -5.06552
H -1.52413 -3.77433 0.35118
O -1.81380 -2.95417 0.75740
H 0.79564 3.33347 1.92789
H 0.42764 4.34745 0.92308
O 0.25082 3.33852 1.06432
H 2.52111 -3.03874 -0.94764
O 1.58213 -3.16488 -0.76568
H -4.30572 -1.60038 1.10743
H -2.94427 -1.20484 1.36011
O -3.71267 -0.78863 1.01396
H 1.53914 3.99939 -1.77347
H 0.02098 4.21094 -2.22694
O 0.93520 4.59621 -2.28949
H -3.91376 -1.27912 2.92808
H -5.19250 -0.46909 3.28775
O -4.84442 -1.41395 3.31213
H 4.13745 -3.37131 2.71590
H 3.76626 -3.58345 4.22076
O 4.29803 -3.84700 3.51184
H -2.75573 4.68137 0.15673
H -2.50063 3.32310 -0.59200
O -2.13487 4.17667 -0.35839
H 1.30581 -1.04223 -4.24522
H 2.60057 -0.42083 -5.09197
O 2.16689 -1.22719 -4.70020
H -1.46993 6.08865 -0.29187
H -0.18669 6.08963 -1.23320
O -0.37837 6.28353 -0.33445
H -2.69961 -1.03524 4.38388
H -1.88165 -2.20018 3.72531
O -2.10497 -1.32179 3.65152
H 0.72168 1.23388 -2.79187
H 0.68214 0.88325 -4.27234
O 1.20704 0.72772 -3.41960
H -0.88010 -1.52464 -2.56303
H -0.36298 -2.93406 -2.68489
O -0.82199 -2.36366 -2.11535
H 1.98712 -4.18312 0.72105
O 2.27104 -4.91021 1.13647
H 3.94056 0.14957 3.24670
H 4.14342 -1.28828 3.86133
O 4.01854 -0.82565 2.98161
H -1.16392 -2.23844 0.82459
H -3.31007 2.08774 5.07619
H 1.48951 -4.04373 -1.23274
H 1.67090 -1.71738 4.92040
H -3.07709 3.74194 -4.22982
H 2.96120 -5.04383 1.72283
O -4.07927 -4.21786 0.70184
H -3.63793 -5.01446 0.37412
H -4.93663 -4.06807 0.38760
O -0.85309 0.01045 0.66885
H -0.03671 0.44682 0.64074
H -0.80201 -0.80160 0.04466
O 3.56064 -2.21065 -2.63471
H 4.04535 -1.94306 -3.43697
H 2.63025 -2.01662 -2.87061
O -2.12138 -4.35213 3.50530
H -2.41754 -3.79569 2.72990
H -2.63531 -4.30107 4.31625
O -1.44742 -6.63892 1.11819
H -0.57588 -6.23133 0.97548
H -1.90315 -6.18920 1.86946
O 6.35764 -0.23905 0.45376
H 5.94624 0.27948 1.23020
H 5.59693 -0.67536 0.07938
O -4.80166 4.23526 1.00533
H -5.59015 3.77606 0.72694
H -4.99566 4.29305 1.99252
*
```

Model D:
DFT (ωB97M-V with the def2-TZVPD basis set) results for 40 unconnected molecules or ions with the total composition H80O40.

The orbital gap is 9.94 eV. As for the highest occupied orbital energy: -10.3 eV.

```
! wB97M-V def2-TZVPD RIJCOSX def2/J DEFGRID3
* xyz 0 1
H -5.59577 -0.86677 -1.56519
H -5.75209 -0.94371 -3.07587
O -5.12292 -1.12597 -2.36385
H 3.69971 -5.41978 -0.35193
H 3.13827 -5.31712 -1.64825
O 2.81724 -5.33656 -0.72676
H 3.51630 -3.06445 3.95504
H 2.02174 -3.12736 3.95514
O 2.74704 -2.48968 4.11504
H -4.14382 1.55063 -1.64288
H -4.10353 0.25300 -2.31674
O -3.80467 1.23602 -2.49928
H 1.01001 1.50138 -0.00110
H 0.66536 0.39364 -0.82565
O 1.45338 0.90972 -0.63180
H 2.20244 -0.94892 3.15690
O 1.59363 -0.58405 2.50574
H 0.08951 -0.25911 3.07467
O -0.88619 -0.18091 3.05098
H 2.60127 -1.42561 -4.14013
H 1.24842 -2.15912 -3.71194
O 2.10238 -2.23664 -4.13574
H 4.80247 -3.31039 0.75012
H 4.36395 -4.55354 1.54334
O 4.01893 -3.81227 1.02885
H -1.96011 -0.03036 0.58399
H -2.90104 -0.01296 -0.58272
O -2.85079 0.30836 0.32730
H -6.10331 1.01049 -0.13227
H -6.46658 1.94686 -1.26352
O -6.39965 1.00723 -1.06450
H -2.82210 2.82262 -2.95031
O -2.60527 3.73946 -2.61338
H -1.74321 -4.84164 -1.45670
H -0.77409 -5.12418 -2.66704
O -1.58645 -4.66730 -2.43264
H -2.87149 -3.70546 5.13324
H -2.88762 -3.64643 3.73742
O -2.60114 -4.27982 4.39951
H 3.24772 4.41472 -0.43188
H 3.70554 5.18833 -1.73215
O 3.22110 5.24880 -0.91608
H 2.04004 3.47409 3.45284
H 1.87031 1.97299 2.89785
O 2.47793 2.63030 3.26524
H 1.16740 3.36474 -4.57070
H 2.02106 2.37286 -5.43114
O 1.96036 3.26672 -5.09716
H -2.09610 1.93379 -0.47435
H -2.03432 3.34246 -1.09027
O -1.72428 2.78970 -0.33263
H 3.97013 0.22246 1.66319
O 4.72964 0.80195 1.57019
H -3.86897 -4.46787 -1.82066
H -4.90372 -3.45263 -2.42799
O -3.97186 -3.65529 -2.31228
H -0.08288 -5.80285 -0.45292
O -0.70172 -5.19946 -0.03688
H -2.22796 4.38193 0.61077
H -2.34887 5.47932 -0.41714
O -2.33276 5.39788 0.54203
H -0.09440 3.08465 3.50960
H -1.28598 2.86879 4.50846
O -0.39816 2.60075 4.27438
H 3.26506 3.16083 -2.85549
H 3.98510 3.08939 -4.23214
O 4.13751 3.24607 -3.27872
H -0.26970 2.79121 0.54510
H -0.66812 1.90492 1.85189
O 0.05879 2.28042 1.32167
H 1.69989 4.67795 -1.90047
H 2.12836 4.65879 -3.42895
O 1.41773 4.39640 -2.79743
H 2.46985 -2.69775 -0.21542
H 1.93492 -2.72580 1.26264
O 2.09514 -2.16070 0.49249
H -1.83516 0.38330 -2.45242
H -1.31338 -0.85799 -1.86395
O -1.14312 0.11402 -1.83240
H 4.44203 2.67309 -0.17010
H 3.24975 1.81308 -0.62888
O 3.47982 2.55704 -0.02108
H 3.62308 -4.26674 -2.36664
H 3.82179 -3.27225 -3.51953
O 4.28578 -3.89158 -2.94698
H -5.39574 -0.41800 1.93546
H -5.78688 -0.70709 0.61419
O -6.19670 -0.33651 1.40584
H 2.65287 0.79157 -3.28028
O 1.83277 0.69622 -3.77408
H 0.89684 5.59469 2.27131
H -0.30937 4.53713 2.33540
O 0.44518 4.91713 2.79638
H 4.33783 1.71002 1.40458
H 1.83304 -0.74991 1.58364
H -0.19577 -4.56613 0.50219
H -1.01131 0.63233 3.52591
H -3.39240 4.27305 -2.78842
H 1.12184 0.50128 -3.14776
O -0.32818 -1.12549 0.35844
H -0.43492 -1.93214 -0.14291
H 0.63444 -1.09638 0.46114
O -1.02167 -1.43917 5.56760
H -0.06524 -1.41998 5.36831
H -0.96328 -0.68496 6.20344
O -0.10412 -2.44498 -2.15492
H -0.86085 -2.77235 -2.64241
H 0.28316 -3.10095 -1.58678
O -0.48423 -2.84520 2.72967
H -0.41454 -1.91854 3.05388
H -1.15700 -3.16100 3.35405
O -2.65476 -2.49572 -0.28370
H -3.04715 -1.86977 0.35024
H -1.73232 -2.58848 0.00858
O 5.46846 -1.33122 0.43580
H 4.70380 -0.96852 -0.03890
H 5.87772 -0.48086 0.66399
O -3.16732 3.66768 2.08016
H -3.90424 4.21358 1.77927
H -2.61441 4.15770 2.71010
*
```

Of the structures shown above, model D is the most stable.